DFT (ωB97M-V/def2-TZVPD) results for a structure of composition C49H50Cl4N4O2P4STi.

XYZ file:
```
115
Properties=species:S:1:pos:R:3:forces:R:3:mulliken_charge:R:1
Ti 0.39203 -0.64577 0.87478 0.0 1.1 0.4 -1.1687
Cl -2.47674 -5.93810 3.77173 0.0 0.0 0.0 -0.1728
Cl -2.00373 -2.88897 4.47387 0.0 0.0 0.0 -0.1806
Cl -1.50848 -7.05337 1.02041 0.0 0.0 0.0 -0.1621
Cl -0.09975 -5.12041 -1.04536 0.0 0.0 0.0 -0.1246
S 1.68989 0.71638 2.68727 0.1 -0.1 -0.1 -0.4034
P 2.27820 -2.34132 2.29628 -0.2 0.1 -0.1 2.7512
P 0.42790 1.99956 -0.35508 0.1 -0.1 -0.1 1.3288
P -1.87074 -0.44000 -0.50011 0.1 -0.1 -0.2 1.4639
P 2.71927 -0.95374 -0.45828 0.0 0.0 0.1 1.6416
O 0.14429 -2.30511 0.05194 -0.3 -0.7 -0.2 0.6488
O -0.60402 -1.43931 2.22938 -0.3 -0.3 0.2 -0.2310
N -1.88289 1.83786 -1.93605 0.0 0.1 0.0 1.7185
N -1.23914 1.03566 2.27112 0.0 -0.2 0.1 -0.6034
N -0.78206 1.15113 3.59035 -0.1 0.0 0.0 -0.5456
N 0.89866 1.22854 5.13719 -0.1 0.0 -0.1 -0.3415
C -0.44592 1.91793 -1.98007 0.1 0.1 -0.2 -3.2120
C -1.98582 2.00347 -4.36254 0.0 0.0 0.0 0.0038
C 4.09735 -0.96850 0.74037 0.0 0.0 -0.1 0.2756
C 0.17868 3.90952 1.67964 0.1 -0.1 0.0 0.0402
C 2.30772 3.20239 -2.12551 0.0 -0.1 0.0 -0.5840
C 6.36385 -0.45051 1.37136 0.0 0.0 0.0 -0.8616
C 3.56099 3.70782 -2.43849 0.0 0.0 0.0 -0.9409
C -1.30576 4.21350 -0.18551 -0.1 0.1 0.0 -0.7093
C 2.41672 -4.16203 2.12095 0.0 0.0 0.0 -1.5081
C -3.99985 2.74617 -5.45379 0.0 0.0 0.0 -0.6138
C -3.21220 -1.33400 0.32742 0.0 0.0 0.0 0.8772
C -0.60589 -1.40334 -2.80548 0.1 0.0 0.0 0.5576
C -0.31191 5.06688 2.26131 0.0 0.0 0.0 -0.8891
C 4.57209 3.71315 -1.49003 0.0 0.0 0.0 -0.8271
C 4.98636 -1.75726 2.84016 0.0 0.0 0.0 -1.3026
C -2.68862 2.30542 -5.51903 0.0 0.0 0.0 -0.9926
C -1.81196 -1.10867 -2.18090 -0.1 0.0 0.0 0.2342
C -3.39678 -2.69387 0.08318 0.0 0.0 0.0 -0.7944
C 2.05018 2.68404 -0.85624 0.0 0.0 0.0 1.5299
C -2.59178 2.15132 -3.11656 0.0 -0.1 -0.1 0.4494
C -0.60197 -4.57413 0.50190 -0.1 0.0 0.2 0.4098
C 6.20208 -1.15322 2.55527 0.0 0.0 0.0 -0.9279
C -0.58005 -1.78758 -4.13786 0.0 0.0 0.0 -0.6359
C 3.92610 -1.66227 1.94588 0.0 0.0 0.0 0.2661
C 0.51471 1.03664 3.87278 0.1 0.1 0.1 0.5542
C -4.60169 2.89769 -4.21372 0.0 0.0 0.0 -1.0347
C 2.73163 -2.62249 -1.18469 0.1 -0.1 0.0 -0.5061
C -0.32068 3.46128 0.45562 0.0 0.0 -0.1 0.3895
C -2.57998 1.22766 -0.84115 -0.2 -0.1 0.0 -1.7574
C 3.36530 -0.04645 -1.89506 0.0 0.0 -0.1 -1.2718
C -1.31050 5.79477 1.62913 0.0 0.0 0.0 -0.8777
C 4.32058 3.22000 -0.21878 0.0 0.0 0.0 -0.8266
C -3.90603 2.61277 -3.05047 0.0 0.0 0.0 -0.4104
C -2.97499 -1.59200 -4.23703 0.0 0.0 0.0 -0.9012
C 5.31912 -0.36402 0.46174 0.0 0.0 0.0 -0.8044
C -5.17240 -2.76025 1.70218 0.0 0.0 0.0 -0.8233
C 2.07211 -2.25053 4.10693 0.1 0.0 0.1 -1.4506
C -1.67053 -4.91406 2.66104 0.0 0.1 0.0 0.4504
C -4.36990 -3.40207 0.76979 0.0 0.0 0.0 -0.6102
C 3.06998 2.71074 0.09496 0.0 0.0 0.0 -0.1123
C -1.46210 -3.57277 2.99325 0.0 -0.1 -0.1 0.6641
C -5.02289 -1.39882 1.92383 0.0 0.0 0.0 -0.9273
C -4.05225 -0.68645 1.23498 0.0 0.0 0.1 -0.6880
C -2.99931 -1.20621 -2.90813 0.0 0.0 0.0 -0.6816
C -0.39715 -3.24979 0.84823 0.1 0.0 -0.2 -0.7857
C -1.80061 5.36775 0.40560 0.0 0.0 0.0 -0.8263
C -1.76477 -1.88154 -4.85287 0.0 0.0 0.0 -0.9512
C -1.24056 -5.41123 1.42470 0.1 0.0 -0.1 0.4060
C -0.81540 -2.76272 2.07892 0.0 0.1 0.2 -0.5866
H -5.93071 -3.31468 2.23602 0.0 0.0 0.0 0.4630
H 7.30871 0.02473 1.14960 0.0 0.0 0.0 0.4662
H -1.69427 6.69828 2.08030 0.0 0.0 0.0 0.4381
H 5.46702 0.18308 -0.45814 0.0 0.0 0.0 0.4116
H -4.50617 -4.45579 0.56865 0.0 0.0 0.0 0.4996
H -2.60654 1.85676 0.06077 0.0 0.0 -0.1 0.5198
H -0.97863 1.61974 -4.44067 0.1 0.0 0.0 0.3608
H -1.74703 -2.18186 -5.89097 0.0 0.0 0.0 0.4770
H 4.22117 -0.59940 -2.28811 0.0 0.0 0.0 0.7482
H -2.56408 5.93726 -0.10464 0.0 0.0 0.0 0.5080
H 0.10182 5.41442 3.19805 0.0 0.0 0.0 0.4963
H 2.89684 2.34027 1.09428 0.0 -0.1 0.0 0.0443
H 0.36129 -2.02262 -4.61542 0.0 0.0 0.0 0.5257
H 0.26293 1.53164 5.85849 0.0 0.0 0.0 0.1969
H 0.98490 3.37349 2.16093 0.0 -0.1 0.1 0.5044
H 0.32252 -1.34848 -2.24885 0.0 0.0 0.0 -0.4276
H 3.37428 -4.49649 2.52482 0.0 0.0 0.0 0.4630
H 1.87279 1.13838 5.37292 0.0 0.0 0.0 0.2800
H 2.32066 -4.51907 1.09990 0.0 0.0 0.0 0.2655
H 5.54573 4.11048 -1.73809 0.0 0.0 0.0 0.4299
H 3.74262 4.10170 -3.42766 0.0 0.0 -0.1 0.4943
H 1.55698 3.21226 -2.90096 0.0 0.0 0.0 0.4369
H -1.56224 1.94878 1.95328 0.0 -0.1 0.0 0.5617
H 2.04377 -2.65368 -2.02943 0.0 0.0 0.0 0.2405
H -1.45653 1.33382 4.32491 0.1 0.0 -0.1 0.2797
H -1.70706 3.90821 -1.14208 0.0 0.0 0.0 0.2286
H 2.40174 -3.37292 -0.47610 0.0 0.0 0.0 -0.2439
H 0.03258 1.07826 -2.51961 -0.1 0.1 0.1 0.5458
H -2.79458 -3.19908 -0.65998 0.0 0.0 0.0 0.4341
H -3.89885 -1.66235 -4.79252 0.0 0.0 0.0 0.5244
H 2.46635 -1.31329 4.49097 0.0 0.0 0.0 0.4442
H -2.20782 2.17935 -6.47830 0.0 0.0 -0.1 0.4368
H -3.98818 0.38530 1.39157 0.0 0.0 0.0 0.3017
H -3.61778 1.05961 -1.13633 0.1 0.0 0.0 1.0738
H -4.38485 2.77661 -2.09486 0.0 0.0 0.1 0.4376
H -4.54595 2.97488 -6.35658 0.0 0.0 0.0 0.4490
H 2.58546 -3.08269 4.59092 0.0 0.0 0.0 0.6533
H 5.09600 3.23150 0.53494 0.0 0.0 0.0 0.5024
H -5.67241 -0.88816 2.62031 0.0 0.0 0.0 0.5132
H 7.02010 -1.22895 3.25764 0.0 0.0 0.0 0.4533
H -0.20023 2.82617 -2.54293 -0.1 -0.1 0.1 1.4437
H -5.61757 3.25882 -4.14695 -0.1 0.0 0.0 0.4385
H 1.61205 -4.61215 2.70689 0.0 0.0 0.0 0.4349
H 3.74339 -2.85286 -1.52554 -0.1 0.0 0.0 0.6350
H 1.00798 -2.31480 4.34508 0.0 0.0 0.0 0.1913
H 3.66449 0.96937 -1.66589 0.0 0.0 0.0 0.1560
H 4.86719 -2.29846 3.76936 0.0 0.0 0.1 0.4992
H -1.98274 0.33631 2.25089 0.1 0.2 0.1 -0.0709
H -3.95062 -0.98471 -2.43864 0.0 0.0 0.0 0.4818
H 2.59548 -0.02415 -2.66900 0.0 0.0 0.0 0.2583
```
Forces are in eV/Å.

The total charge is +2. The calculation puts the molar mass at 1072.6 g mol⁻¹. The value obtained for the gap between HOMO and LUMO is 6.35 eV. The calculation puts the energy above the lowest of the compared OMol25 structures with the same formula, charge and spin at 4.9 kcal/mol. The HOMO energy comes out at -12.1924 eV.

=====

DFT (ωB97M-V/def2-TZVPD) results for a structure of composition C49H51AuF6N3OP2Se.

XYZ file:
```
114
Properties=species:S:1:pos:R:3:forces:R:3:mulliken_charge:R:1
Au 0.07029 0.46496 0.28944 -1.1 -0.4 -0.4 0.9804
Se -1.65657 -0.64752 -2.31118 -0.3 -0.4 -0.4 -0.5369
P -1.54885 -0.67861 1.80973 1.2 0.2 1.3 1.7481
P 2.14799 0.90188 -1.07511 0.7 -0.5 0.6 0.4479
F -3.39870 4.27631 -1.60489 0.0 0.0 0.2 -0.2972
F -4.15033 2.52141 -0.58346 0.1 0.0 0.0 -0.2500
F -0.27430 2.60539 -2.42674 -0.2 -0.1 0.1 0.0785
F 0.46955 3.47265 -0.59049 -0.1 0.1 0.0 -0.2787
F -3.17452 2.33049 -2.49637 0.2 0.1 0.1 -0.0405
F -0.84307 4.60963 -1.87502 0.0 -0.1 0.1 -0.3278
O -1.64218 1.44260 -0.36251 0.7 0.4 0.3 0.2121
N -3.53474 -2.11574 -3.90484 0.2 0.2 -0.2 0.4772
N 1.37728 -0.67839 1.28046 -0.4 0.6 -0.6 0.9122
N -2.58902 -0.45607 -4.99145 -0.2 -0.2 0.1 0.5909
C 3.58176 -1.29690 -4.22919 0.1 0.0 0.0 -0.7098
C 3.04808 4.00361 -3.53035 0.0 0.0 -0.1 -0.8309
C -1.31571 -5.94466 -3.61774 -0.1 0.1 -0.1 -1.2273
C -1.80143 2.80608 -0.56664 0.4 0.2 0.1 1.1597
C 2.71598 -0.73058 1.03165 0.6 -0.4 0.0 0.4591
C -0.28719 0.15622 -5.66955 -0.2 0.0 -0.1 0.6864
C -1.89974 3.64316 0.71696 0.0 -0.1 -0.2 -2.0247
C -0.59616 1.01590 3.81389 0.0 -0.1 0.0 -0.7553
C -0.37471 -1.90066 2.54500 -0.1 -0.1 -0.1 -1.3075
C -4.12629 -2.07045 -5.15857 -0.1 0.1 -0.3 1.0414
C -2.41562 -4.92265 -3.89036 0.1 -0.1 0.2 -0.1354
C 2.18149 -2.39799 2.43389 -0.4 0.2 0.0 -1.1309
C 2.54565 2.82241 -3.01741 0.1 -0.1 0.1 -0.9280
C -3.95592 -0.64074 -7.11566 0.1 0.0 0.1 -0.6372
C 2.88168 2.42112 -1.72118 -0.7 0.3 0.0 0.8356
C -0.62273 3.38272 -1.38732 -0.1 0.1 -0.3 0.4305
C -2.61271 -1.12229 -3.81295 0.3 -0.1 0.5 -0.3651
C -0.24336 -0.70715 -6.92694 0.2 0.1 0.1 -0.3490
C 1.03487 -1.68882 2.12775 0.2 -0.6 0.4 0.0803
C 1.77137 -1.59624 -2.15280 0.0 0.1 0.1 -0.4232
C -3.53697 -1.00247 -5.84277 -0.2 -0.2 -0.1 0.4216
C 3.65244 3.26361 -0.92277 0.0 -0.2 0.0 -0.7185
C -2.83174 1.45518 3.01504 0.1 -0.1 0.0 -0.8688
C -3.83490 -3.06945 -2.85376 0.2 -0.1 0.3 -1.3571
C -4.93823 -2.41451 3.29991 0.0 -0.1 0.0 -0.7195
C 2.93431 -2.51031 -4.04042 0.0 0.0 0.0 -0.7130
C -3.44327 -2.48534 0.96327 0.1 0.0 0.0 -0.0380
C -1.67634 0.67405 3.00168 -0.1 0.1 -0.1 0.6022
C 3.24839 -1.79071 1.73619 0.0 0.4 -0.3 -1.2303
C -5.12814 -2.83216 -5.74393 0.0 0.0 0.1 -0.6792
C 1.19271 -1.03342 -7.32776 -0.2 -0.1 0.0 -1.1958
C -3.13715 2.98885 -1.33050 -0.2 -0.3 -0.4 0.1154
C -2.71620 -4.08914 -2.64797 -0.1 0.0 -0.3 0.0034
C -1.69083 0.63942 -5.30692 0.4 0.0 0.0 -1.4249
C -0.69108 2.10890 4.66005 0.1 0.0 0.0 -0.7626
C 3.33661 0.34575 0.22339 -0.1 0.4 0.2 -1.0030
C -5.28830 -3.28048 2.27330 0.0 0.0 0.0 -0.7336
C -5.55510 -2.45791 -7.00585 0.0 0.0 -0.1 -0.7824
C -4.98313 -1.37713 -7.67855 0.0 0.0 0.0 -0.7466
C -1.85032 2.87148 4.68839 0.0 0.0 0.0 -0.5887
C -2.91822 2.54589 3.86423 0.0 0.0 0.1 -0.5823
C 4.16523 4.43769 -1.44908 0.0 0.1 0.0 -0.7944
C 2.02360 -2.65710 -3.00514 0.1 -0.1 0.0 -0.8126
C -3.09344 -1.61783 1.99744 -0.1 0.2 -1.2 0.3591
C 2.42920 -0.37871 -2.33127 -0.7 -0.1 0.0 0.7918
C -3.84785 -1.57041 3.16541 0.2 0.1 0.1 -0.7541
C 3.33283 -0.22899 -3.38246 0.0 0.1 0.0 -0.6296
C -4.54378 -3.31327 1.10265 0.0 -0.1 0.0 -0.3345
C 3.87839 4.80233 -2.75579 -0.1 0.0 0.1 -0.6071
H -5.50820 -2.40480 4.21888 0.0 0.0 0.0 0.4402
H 0.12662 -0.39659 -4.82010 0.0 0.1 0.0 -0.5091
H -3.99398 -2.50918 -1.92976 -0.1 0.0 -0.1 0.2528
H 1.73785 -0.11796 -7.56262 0.1 0.0 0.0 0.3657
H 2.24215 -3.24956 3.09091 0.0 0.0 0.0 0.5659
H 3.85407 0.70472 -3.53660 0.0 0.0 0.0 0.4627
H -3.65514 1.20375 2.35693 0.0 0.0 0.0 0.5286
H -1.94563 4.70437 0.47410 0.0 0.0 0.1 0.6017
H 4.27466 0.03622 -0.23729 -0.1 0.0 -0.1 0.4371
H -1.02875 3.45273 1.34216 0.0 0.0 0.0 0.2473
H 1.21028 -1.67527 -8.20802 0.1 0.0 0.0 0.4419
H 1.51746 -3.60140 -2.85606 0.0 0.0 0.0 0.5245
H -1.81599 -3.55192 -2.34109 0.0 0.0 0.1 -0.2207
H 1.71275 -1.54865 -6.51797 0.0 0.0 0.0 0.0772
H -6.35731 -3.00737 -7.47828 0.0 0.0 0.0 0.4140
H 0.32871 1.04846 -5.82164 0.1 0.0 0.0 0.5913
H 4.78011 5.07630 -0.82966 0.0 0.0 0.0 0.4377
H -6.14410 -3.93179 2.38789 0.0 0.0 0.0 0.4144
H -3.50854 0.19024 -7.64225 0.0 0.0 0.0 0.3487
H -4.81480 -3.99221 0.30517 0.0 0.0 0.0 0.4383
H 2.77990 4.30912 -4.53254 0.0 0.0 0.0 0.4681
H -3.32206 -5.44522 -4.21026 0.0 0.1 -0.1 0.2934
H -4.76271 -3.57338 -3.12363 0.0 0.1 0.0 0.3276
H 3.86155 3.01327 0.10720 0.0 0.0 0.0 0.3569
H 3.54206 1.20392 0.87107 0.1 0.0 0.0 0.5093
H -0.73407 -0.17363 -7.74643 -0.1 -0.1 0.0 0.2575
H 4.28571 -2.07968 1.75477 0.0 0.0 0.0 0.5115
H -3.58408 -0.89424 3.96673 0.0 0.0 0.0 0.4247
H -0.50620 -1.87373 3.63129 0.0 0.0 0.0 0.5928
H 3.14804 -3.34371 -4.69619 0.0 0.0 0.0 0.4305
H -3.81787 3.14676 3.87975 0.0 0.0 0.0 0.4359
H 4.29786 -1.18530 -5.03234 0.0 0.0 0.0 0.4804
H -0.79569 -1.63603 -6.76100 -0.1 0.0 0.0 0.2345
H -2.12979 1.19876 -6.13323 0.0 0.0 0.0 0.5643
H 1.89409 2.19794 -3.61529 0.0 0.1 -0.1 0.8480
H 1.06850 -1.70738 -1.33693 0.0 -0.1 -0.1 0.4661
H -3.00648 -4.75353 -1.82819 0.0 0.0 0.0 0.6224
H -1.61829 -6.63189 -2.82655 0.1 0.0 0.0 0.3594
H -1.91979 3.72178 5.35306 0.0 0.0 0.0 0.4157
H -0.39565 -5.44687 -3.30674 0.0 0.0 0.0 0.1232
H -2.79526 3.35240 1.25458 0.0 0.1 0.0 0.3763
H -5.56856 -3.67841 -5.23562 0.0 0.0 0.0 0.3894
H -1.63144 1.28820 -4.43793 -0.1 0.1 0.1 -0.1583
H 0.31411 0.42762 3.78785 0.0 0.0 0.0 0.3084
H -2.84098 -2.50330 0.06067 -0.1 0.0 -0.1 0.1088
H -0.71133 -2.88624 2.20980 -0.1 0.1 0.0 0.7332
H 0.14199 2.36219 5.30198 0.0 0.0 0.0 0.4702
H -2.10580 -4.26593 -4.70802 -0.1 0.0 0.0 0.1284
H -1.10073 -6.53113 -4.51034 0.1 0.0 0.0 0.4238
H -5.35206 -1.10580 -8.65776 0.0 0.0 0.0 0.4224
H 4.28225 5.71910 -3.16257 0.0 0.0 0.0 0.4131
```
Forces are in eV/Å.

The total charge is +1. The calculation puts the molar mass at 1149.8 g mol⁻¹. The value obtained for the gap between HOMO and LUMO is 4.51 eV. The calculation puts the energy above the lowest of the compared OMol25 structures with the same formula, charge and spin at 25.0 kcal/mol. The HOMO energy comes out at -9.2598 eV.

=====

> Among the records above, which one has the lowest total charge?

C49H51AuF6N3OP2Se